Record 1
Here is C42H52AsClKN9O9P as an isolated structure from the Open Molecules 2025 dataset. Energies are from ωB97M-V with the def2-TZVPD basis set.

total charge: -1
LUMO: 0.0764 Eh
frontier orbital gap: 7.0 eV

Structure (XYZ):
```
116
Properties=species:S:1:pos:R:3:lowdin_charge:R:1
K -0.016 -0.304 -1.009 0.7467
Cl 7.673 0.315 -3.865 0.5890
C 6.112 0.163 -3.081 -0.6877
C 4.957 0.582 -3.739 -0.1125
C 3.739 0.511 -3.102 -0.0126
C 3.606 0.037 -1.767 -0.3979
O 2.497 0.147 -1.118 -0.2746
C 4.781 -0.520 -1.188 -0.1518
C 4.788 -1.272 0.069 -0.1024
N 3.850 -2.037 0.455 0.1425
C 4.089 -2.877 1.551 -0.2079
C 5.258 -3.581 1.710 -0.0342
C 5.449 -4.456 2.802 -0.0922
C 4.466 -4.632 3.730 -0.0595
C 3.236 -3.942 3.589 -0.1658
C 2.169 -4.087 4.506 -0.0336
C 1.008 -3.408 4.296 -0.0499
C 0.900 -2.573 3.158 -0.1119
N 1.868 -2.406 2.297 0.1450
C 3.032 -3.074 2.495 -0.1619
C 6.018 -0.389 -1.826 -0.0921
H 5.025 0.961 -4.751 0.1000
H 2.834 0.817 -3.607 0.0906
H 5.727 -1.218 0.643 0.1248
H 6.035 -3.482 0.963 0.1044
H 6.385 -4.994 2.891 0.0969
H 4.603 -5.302 4.571 0.1033
H 2.295 -4.741 5.363 0.1085
H 0.171 -3.499 4.977 0.0984
H -0.014 -2.026 2.953 0.0830
H 6.910 -0.761 -1.335 0.1049
O -3.028 -2.101 -3.750 -0.0178
C -2.139 -1.837 -2.928 -0.6363
O -1.712 -0.702 -2.590 -0.1852
C -1.417 -3.045 -2.299 -0.1753
C -1.990 -4.310 -2.381 -0.0108
C -1.312 -5.383 -1.830 -0.0757
C -0.082 -5.165 -1.227 -0.0706
C 0.415 -3.873 -1.195 -0.1184
N -0.235 -2.835 -1.716 0.0691
H -2.944 -4.412 -2.877 0.1092
H -1.734 -6.381 -1.872 0.0981
H 0.482 -5.976 -0.785 0.0957
H 1.364 -3.647 -0.721 0.1060
O 2.057 0.671 2.080 -0.0062
N 1.468 0.623 1.086 -0.1392
C -0.563 -0.940 -5.404 0.0124
C -0.502 0.373 -4.676 -0.3974
O 0.484 0.717 -4.063 0.0489
C -1.683 1.289 -4.746 -0.1681
C -1.483 2.647 -4.522 -0.0475
C -2.553 3.526 -4.561 -0.0954
C -3.833 3.046 -4.811 -0.0966
C -4.038 1.689 -5.021 -0.0714
C -2.965 0.810 -4.995 -0.0217
H 0.377 -1.467 -5.260 0.0932
H -0.736 -0.756 -6.467 0.0937
H -1.390 -1.549 -5.031 0.0617
H -0.482 2.994 -4.301 0.1095
H -2.392 4.580 -4.380 0.0983
H -4.674 3.728 -4.826 0.0950
H -5.037 1.310 -5.191 0.1004
H -3.135 -0.255 -5.095 0.0987
C 3.851 2.471 0.398 -0.2030
As 1.968 2.322 -0.015 1.2316
C 1.767 2.935 -1.838 -0.2104
C 1.370 3.854 1.022 -0.2428
H 4.121 3.526 0.356 0.0378
H 4.457 1.899 -0.300 0.0263
H 4.009 2.098 1.410 0.0349
H 1.266 3.901 -1.803 0.0321
H 1.183 2.234 -2.426 -0.0067
H 2.774 3.013 -2.245 0.0400
H 1.947 4.715 0.679 0.0326
H 1.569 3.675 2.078 0.0216
H 0.307 4.011 0.864 -0.0081
N -3.490 4.486 0.467 0.1330
N -2.822 3.602 -0.377 -0.2845
N -3.422 2.580 -0.918 0.1559
C -2.413 2.020 -1.584 -0.1994
N -1.278 2.718 -1.450 0.0522
N -1.567 3.742 -0.674 0.0670
H -4.075 3.897 1.056 0.0850
H -2.765 4.906 1.044 0.0870
H -2.502 1.103 -2.152 0.0905
C -3.988 -0.864 0.225 -0.0179
C -4.017 -0.090 1.535 -0.6221
C -3.966 -1.042 2.724 -0.0292
C -5.265 0.779 1.609 -0.0370
O -2.926 0.852 1.581 -0.1818
P -1.381 0.431 1.768 0.2408
O -0.617 1.640 1.302 -0.3349
O -1.093 -0.900 1.176 -0.3550
O -1.212 0.270 3.362 -0.1680
C -1.196 1.324 4.326 -0.6319
C -1.594 0.661 5.638 -0.0264
C -2.166 2.449 3.985 -0.0348
C 0.227 1.861 4.405 -0.0302
H -4.883 -1.485 0.153 0.0917
H -3.105 -1.501 0.171 0.0750
H -3.972 -0.183 -0.623 0.0770
H -4.803 -1.739 2.663 0.0877
H -4.036 -0.492 3.664 0.0744
H -3.037 -1.613 2.723 0.0787
H -6.160 0.154 1.605 0.0844
H -5.300 1.449 0.748 0.0667
H -5.259 1.370 2.528 0.0753
H -2.594 0.235 5.558 0.0760
H -1.583 1.388 6.452 0.0846
H -0.896 -0.143 5.874 0.0849
H -3.196 2.091 3.980 0.0768
H -1.940 2.859 3.000 0.0650
H -2.067 3.237 4.733 0.0876
H 0.928 1.041 4.569 0.0872
H 0.313 2.575 5.226 0.0865
H 0.490 2.357 3.470 0.0508
```

Record 2
Here is C3H3KO3 as an isolated structure from the Open Molecules 2025 dataset. Energies are from ωB97M-V with the def2-TZVPD basis set.

total charge: 0
LUMO: -0.0275 Eh
frontier orbital gap: 5.9 eV

Structure (XYZ):
```
10
Properties=species:S:1:pos:R:3:nbo_charge:R:1
H 0.991 -1.334 0.908 0.0922
C 1.177 -1.024 -1.425 -0.7936
C 0.626 -0.775 -0.288 0.0011
O -0.444 0.095 -0.083 -0.5719
C -0.487 0.918 0.974 0.9858
O 0.445 1.518 1.437 -0.6150
O -1.746 0.986 1.370 -0.6750
H 1.829 -1.884 -1.585 0.1849
H -1.839 1.672 2.044 0.4967
K -0.552 -0.172 -3.352 0.8947
```